This record from the OMol25 dataset describes a structure of composition C36H55F3N2O6SSiTeZn. The level of theory is ωB97M-V/def2-TZVPD.

Last column: Löwdin charge in e.
Atoms and positions in Å:
1 Zn 2.119 -0.121 1.954  0.439
2 N 0.652 -1.693 -0.566  0.163
3 C 1.334 -2.859 -0.519  -0.235
4 C 0.969 -3.873 -1.398  -0.034
5 C 1.648 -5.092 -1.472  -0.106
6 C 2.738 -5.330 -0.680  -0.085
7 C 3.146 -4.322 0.226  -0.163
8 C 4.263 -4.542 1.067  -0.027
9 C 4.652 -3.588 1.947  -0.047
10 C 3.911 -2.386 1.993  -0.161
11 N 2.870 -2.136 1.235  0.106
12 C 2.463 -3.091 0.335  -0.128
13 H -0.293 -1.696 -0.933  0.023
14 H 0.778 -0.978 0.130  0.044
15 H 0.114 -3.689 -2.038  0.105
16 H 1.305 -5.842 -2.175  0.094
17 H 3.290 -6.260 -0.716  0.091
18 H 4.786 -5.489 0.987  0.108
19 H 5.491 -3.721 2.616  0.101
20 H 4.181 -1.617 2.707  0.016
21 C 0.039 1.620 -0.828  -0.074
22 C 1.183 2.001 0.106  -0.734
23 C 2.090 3.022 -0.587  -0.057
24 C 0.629 2.602 1.397  -0.060
25 O 1.981 0.875 0.391  -0.339
26 H -0.491 2.509 -1.185  0.074
27 H -0.701 0.980 -0.343  -0.026
28 H 0.442 1.081 -1.688  0.084
29 H 1.542 3.927 -0.868  0.071
30 H 2.513 2.574 -1.490  0.076
31 H 2.915 3.303 0.072  0.072
32 H 0.017 3.488 1.201  0.079
33 H 1.445 2.873 2.071  0.053
34 H -0.009 1.875 1.909  0.081
35 F -0.476 -3.425 5.237  0.126
36 C 0.284 -2.349 4.967  -0.537
37 F 1.469 -2.542 5.593  0.114
38 F -0.304 -1.299 5.564  0.132
39 C 0.531 -2.152 3.449  -0.565
40 O 0.501 -3.148 2.749  0.085
41 O 0.760 -0.942 3.136  -0.128
42 C -4.412 -3.130 -2.066  -0.054
43 C -4.375 -2.295 -3.341  -0.664
44 C -5.792 -2.057 -3.858  -0.039
45 C -3.543 -2.999 -4.406  -0.039
46 O -3.753 -1.039 -3.130  -0.178
47 Si -3.703 -0.060 -1.769  -0.178
48 S -2.558 -0.629 -0.208  0.344
49 O -5.353 0.082 -1.462  -0.185
50 C -6.001 0.692 -0.352  -0.673
51 C -5.272 1.961 0.083  -0.044
52 C -7.405 1.038 -0.832  -0.044
53 C -6.059 -0.313 0.794  -0.051
54 O -3.226 1.405 -2.417  -0.166
55 C -3.417 2.006 -3.680  -0.663
56 C -3.071 3.479 -3.490  -0.038
57 C -2.463 1.378 -4.692  -0.028
58 C -4.866 1.872 -4.143  -0.029
59 H -4.824 -4.119 -2.293  0.081
60 H -5.031 -2.659 -1.301  0.071
61 H -3.415 -3.238 -1.640  0.066
62 H -6.305 -3.009 -4.027  0.078
63 H -5.758 -1.508 -4.803  0.077
64 H -6.358 -1.465 -3.139  0.072
65 H -3.994 -3.953 -4.693  0.077
66 H -2.535 -3.186 -4.032  0.082
67 H -3.468 -2.365 -5.292  0.078
68 H -5.137 2.627 -0.772  0.073
69 H -4.287 1.725 0.487  0.065
70 H -5.858 2.484 0.845  0.082
71 H -7.362 1.799 -1.614  0.073
72 H -8.017 1.418 -0.009  0.076
73 H -7.885 0.150 -1.247  0.078
74 H -5.046 -0.589 1.087  0.037
75 H -6.585 -1.213 0.465  0.080
76 H -6.585 0.103 1.659  0.078
77 H -2.049 3.572 -3.120  0.077
78 H -3.742 3.927 -2.754  0.078
79 H -3.161 4.030 -4.430  0.077
80 H -1.434 1.507 -4.354  0.087
81 H -2.575 1.855 -5.671  0.078
82 H -2.663 0.312 -4.791  0.069
83 H -5.539 2.294 -3.395  0.075
84 H -5.136 0.826 -4.284  0.067
85 H -5.010 2.404 -5.089  0.080
86 C 9.247 3.374 2.998  -0.074
87 C 7.886 2.765 3.210  -0.297
88 C 7.227 2.097 2.192  -0.037
89 C 5.955 1.545 2.355  -0.303
90 C 5.335 0.841 1.184  -0.078
91 C 5.310 1.652 3.597  -0.516
92 Te 3.426 0.778 4.062  0.974
93 C 5.970 2.335 4.640  -0.341
94 C 5.348 2.503 6.000  -0.143
95 C 7.235 2.874 4.430  -0.046
96 H 9.699 3.013 2.073  0.065
97 H 9.926 3.131 3.818  0.068
98 H 9.197 4.465 2.934  0.071
99 H 7.707 2.001 1.223  0.105
100 H 5.864 1.090 0.262  0.076
101 H 4.285 1.095 1.045  0.031
102 H 5.376 -0.247 1.302  0.065
103 H 5.198 1.540 6.493  0.054
104 H 4.359 2.960 5.929  0.045
105 H 5.983 3.125 6.633  0.062
106 H 7.720 3.397 5.249  0.104

The charge is -2. As for the spin multiplicity: 1. The total energy is -136077.94338 eV. As for the HOMO energy: -2.5 eV. The calculation puts the orbital gap at 6.37 eV.

This record from the OMol25 dataset describes a structure of composition C36H55N4OP2PtSe. The level of theory is ωB97M-V/def2-TZVPD.

Last column: Mulliken spin population.
Atoms and positions in Å:
1 C -2.093 -1.946 -1.149  0.010
2 C 0.132 -2.113 -1.981  0.056
3 C -2.514 -2.905 -2.066  0.014
4 C -0.328 -2.924 -3.048  0.013
5 C -1.617 -3.388 -3.017  -0.006
6 H -3.555 -3.205 -2.042  0.001
7 H 0.380 -3.222 -3.815  0.000
8 H -1.957 -4.063 -3.782  0.000
9 N -0.797 -1.599 -1.070  0.092
10 P -2.559 0.412 0.348  -0.016
11 P 2.121 -1.092 -0.332  0.300
12 C -3.103 -1.270 -0.215  0.010
13 H -4.106 -1.225 -0.675  -0.003
14 H -3.256 -1.909 0.672  0.001
15 C 0.085 1.260 1.500  0.042
16 O 0.127 2.062 2.343  0.005
17 C 1.500 -1.816 -1.837  0.034
18 H 2.195 -2.146 -2.656  0.003
19 C 3.465 0.369 -0.508  0.021
20 C 3.025 -2.819 0.092  0.069
21 C -3.436 1.555 -0.937  0.053
22 C -3.542 0.521 1.976  0.056
23 C 2.945 1.726 0.001  0.048
24 H 2.779 1.740 1.081  -0.002
25 H 3.708 2.504 -0.191  -0.001
26 H 2.019 2.041 -0.488  -0.009
27 C 4.767 0.109 0.261  0.016
28 H 4.618 0.022 1.343  -0.001
29 H 5.294 -0.779 -0.101  0.000
30 H 5.455 0.959 0.121  -0.001
31 C 3.815 0.569 -1.981  0.010
32 H 4.403 1.501 -2.076  -0.003
33 H 4.405 -0.253 -2.405  0.001
34 H 2.901 0.701 -2.568  0.003
35 C 3.724 -2.803 1.456  0.002
36 H 3.008 -2.800 2.293  0.006
37 H 4.326 -3.727 1.533  -0.001
38 H 4.411 -1.957 1.572  0.001
39 C 1.979 -3.948 0.122  0.000
40 H 1.117 -3.708 0.764  0.002
41 H 1.615 -4.194 -0.880  0.001
42 H 2.481 -4.842 0.531  -0.002
43 C 4.064 -3.084 -1.029  0.008
44 H 3.975 -2.475 -1.933  0.000
45 H 5.088 -2.951 -0.660  0.002
46 H 3.968 -4.125 -1.370  0.000
47 C -3.507 1.968 2.496  0.020
48 H -4.048 1.999 3.455  0.000
49 H -2.485 2.323 2.681  -0.002
50 H -4.005 2.679 1.825  0.000
51 C -2.883 -0.393 3.017  -0.025
52 H -2.924 -1.451 2.724  -0.002
53 H -1.831 -0.133 3.192  0.023
54 H -3.417 -0.302 3.979  0.000
55 C -5.005 0.044 1.869  0.010
56 H -5.473 0.124 2.864  -0.001
57 H -5.615 0.651 1.198  0.001
58 H -5.077 -1.005 1.551  0.000
59 C -3.114 1.021 -2.360  0.012
60 H -3.186 1.825 -3.120  0.001
61 H -2.100 0.572 -2.419  -0.003
62 H -3.849 0.254 -2.685  -0.001
63 C -2.940 2.994 -0.735  0.033
64 H -1.842 3.033 -0.738  -0.010
65 H -3.318 3.637 -1.545  0.000
66 H -3.244 3.423 0.227  0.000
67 C -4.964 1.655 -0.796  0.004
68 H -5.455 0.675 -0.797  0.000
69 H -5.262 2.223 0.095  0.002
70 H -5.363 2.225 -1.653  0.000
71 Pt -0.145 -0.137 0.325  0.618
72 N -0.088 2.862 -1.250  0.001
73 C 0.204 2.984 -2.391  -0.008
74 C 0.571 2.989 -3.768  -0.008
75 C 0.537 4.142 -4.549  0.001
76 C 0.942 1.751 -4.332  -0.013
77 C 0.721 4.053 -5.932  0.000
78 H 0.396 5.096 -4.026  0.000
79 C 1.187 1.689 -5.720  0.000
80 H 1.049 0.880 -3.695  0.018
81 C 1.001 2.817 -6.527  0.000
82 H 0.656 4.965 -6.522  0.000
83 H 1.522 0.765 -6.190  0.000
84 H 1.109 2.763 -7.609  0.000
85 C 2.733 0.347 3.159  -0.010
86 N 1.709 0.091 4.154  0.017
87 C 1.605 0.758 5.356  0.007
88 C 0.574 0.191 6.043  0.013
89 N 0.080 -0.835 5.251  0.015
90 C -1.033 -1.694 5.617  -0.007
91 C 0.745 -0.871 4.054  0.024
92 Se 0.372 -1.907 2.565  0.423
93 H 3.709 -0.047 3.481  0.002
94 H 2.815 1.431 3.016  0.001
95 H 2.448 -0.153 2.220  0.001
96 H 2.253 1.590 5.599  0.001
97 H 0.169 0.440 7.005  0.003
98 H -1.072 -2.539 4.927  0.003
99 H -0.903 -2.069 6.640  0.000
100 H -1.987 -1.152 5.576  0.002

The charge is +1. As for the spin multiplicity: 3. The total energy is -133396.17137 eV. As for the HOMO energy (spin up / spin down): -7.9 / -8.5 eV. The calculation puts the orbital gap (spin up / spin down) at 5.85 / 3.68 eV.